1.
ORCA calculation (ωB97M-V/def2-TZVPD) on C28H27FMoN4S2Si as an isolated structure.

The geometry in XYZ format:
```
64
Properties=species:S:1:pos:R:3:forces:R:3:mulliken_charge:R:1
Mo 1.910 -0.764 -1.052 -0.070 0.083 -0.060 -0.02
S -1.503 1.895 -0.878 -0.009 0.018 -0.016 -0.06
C -0.718 2.259 -2.361 0.005 -0.021 0.014 -0.18
C 0.233 1.546 -3.028 -0.008 -0.020 -0.040 -0.95
C 0.714 0.411 -2.334 0.056 0.009 -0.007 0.69
C -1.168 0.068 -0.719 0.002 -0.033 0.068 0.79
C -0.356 -1.712 0.925 -0.005 0.007 -0.013 0.48
C -0.964 -2.629 1.765 0.001 0.002 -0.010 -0.75
C -0.395 -3.872 1.992 -0.008 0.000 0.010 -0.64
C 0.794 -4.197 1.364 0.012 -0.002 -0.011 -0.88
C 1.355 -3.258 0.531 -0.017 -0.003 0.018 -0.01
N 0.813 -2.044 0.310 -0.007 0.004 -0.036 0.31
H -0.986 3.249 -2.717 -0.003 0.003 0.002 0.47
H 0.711 1.935 -3.913 0.000 0.003 0.001 0.47
H -1.895 -2.364 2.243 0.001 -0.005 0.003 0.56
H -0.881 -4.578 2.653 0.002 0.000 0.000 0.49
H 1.278 -5.153 1.504 -0.002 -0.001 -0.001 0.47
H 2.275 -3.481 0.004 0.002 0.004 -0.006 0.29
C 4.342 -1.717 -1.494 0.015 0.050 0.014 -1.05
Si 4.782 -0.173 -0.462 -0.016 -0.003 -0.042 -0.20
C 5.691 1.081 -1.462 0.018 -0.015 -0.004 -1.05
C 5.540 -0.614 1.159 -0.008 -0.016 -0.008 -1.01
N 3.091 0.383 -0.210 0.011 0.041 0.106 0.38
C 2.639 1.474 0.589 0.055 -0.033 0.010 -0.08
C 2.665 2.786 0.124 0.001 -0.002 -0.003 -0.12
C 2.222 3.814 0.939 -0.007 0.001 0.019 -0.89
C 1.754 3.541 2.220 0.003 0.014 -0.018 -0.56
C 1.721 2.238 2.696 0.000 -0.026 0.007 -0.43
C 2.162 1.226 1.871 -0.022 0.035 -0.008 0.43
F 2.117 -0.056 2.297 0.025 0.007 0.015 -0.41
H 3.698 -1.581 -2.385 -0.010 -0.030 0.007 0.47
H 4.025 -2.589 -0.916 0.020 -0.029 -0.022 0.30
H 5.278 -2.025 -1.969 0.011 0.000 0.010 0.49
H 6.710 0.742 -1.665 -0.001 0.001 -0.001 0.41
H 5.768 2.024 -0.917 0.000 -0.002 0.004 0.39
H 5.202 1.275 -2.418 0.001 0.001 -0.002 0.34
H 6.538 -1.033 1.016 0.000 -0.002 0.001 0.44
H 4.939 -1.337 1.712 -0.001 0.000 -0.005 0.34
H 5.649 0.279 1.779 0.001 0.002 -0.003 0.35
H 3.039 2.985 -0.873 0.001 -0.001 0.001 0.57
H 2.249 4.834 0.579 0.001 0.002 0.000 0.48
H 1.418 4.348 2.856 0.000 0.002 -0.001 0.47
H 1.371 2.001 3.692 -0.001 0.004 -0.001 0.54
S -4.967 -0.497 1.654 -0.003 0.003 0.014 -0.17
C -3.431 -0.478 0.806 0.006 -0.010 -0.015 0.57
C -2.301 -0.155 1.451 0.009 -0.006 0.000 -1.88
C -0.973 -0.307 0.757 -0.019 0.037 -0.012 1.51
N 0.091 -0.136 -1.366 -0.011 -0.064 0.042 0.26
C -2.290 -0.711 -1.335 -0.004 -0.006 -0.017 -1.33
C -3.370 -0.946 -0.591 0.017 0.019 0.014 -0.71
C -6.062 -0.004 0.344 -0.009 0.001 -0.005 0.23
C -5.824 1.143 -0.401 0.008 -0.010 0.006 -0.10
C -6.725 1.468 -1.403 -0.006 0.008 0.000 -0.39
N -7.814 0.754 -1.672 0.000 -0.002 0.003 -0.54
C -8.043 -0.324 -0.931 -0.006 -0.010 -0.007 -0.35
C -7.196 -0.756 0.084 -0.001 0.005 -0.006 -0.22
H -2.318 0.175 2.482 -0.006 0.002 0.000 0.64
H -0.258 0.406 1.183 -0.008 -0.016 -0.015 -0.44
H -2.222 -0.994 -2.377 -0.006 -0.001 0.000 0.60
H -4.229 -1.455 -1.006 -0.007 0.001 0.001 0.63
H -4.970 1.778 -0.199 0.001 -0.002 0.000 0.45
H -6.570 2.353 -2.010 0.001 -0.001 0.001 0.37
H -8.941 -0.884 -1.163 -0.001 0.002 0.002 0.38
H -7.418 -1.654 0.644 -0.001 0.001 0.002 0.41
```
Positions in Å, forces in eV/Å.

Summary:
- 2S+1 = 3
- Kohn-Sham gap (alpha / beta) (eV) = 6.66 / 6.04
- total charge = +2

***

2.
ORCA calculation (ωB97M-V/def2-TZVPD) on a 2-piece molecular cluster, C17H19N overall at a distorted geometry.

The geometry in XYZ format:
```
37
Properties=species:S:1:pos:R:3:forces:R:3:mulliken_charge:R:1
C -0.762 -2.638 -1.154 -0.026 -0.821 0.679 -0.96
C -1.412 -1.819 -2.234 -0.796 -0.207 1.427 0.83
C -2.518 -2.266 -2.916 3.670 4.452 -0.184 -1.13
N -2.829 -1.297 -3.874 5.312 0.320 2.551 -0.20
C -2.067 -0.146 -3.545 -0.610 -0.234 -0.688 -0.12
C -2.275 1.181 -3.918 -0.451 0.391 0.215 -0.69
C -1.301 2.080 -3.556 2.439 -3.004 0.047 -0.50
C -0.048 1.672 -2.942 -1.266 0.754 1.317 -1.04
C -0.105 0.519 -2.184 -1.273 -0.743 -2.447 -0.16
C -1.078 -0.438 -2.611 -0.458 -1.464 0.779 0.66
H -1.262 -3.671 -1.128 0.764 1.474 0.137 0.29
H -0.764 -2.201 -0.065 0.042 -0.608 -2.190 0.17
H 0.261 -2.786 -1.540 -0.023 -0.172 0.858 0.30
H -2.928 -3.170 -2.805 -1.793 -3.161 -0.023 0.55
H -3.698 -1.156 -4.115 -5.649 0.769 -1.859 0.21
H -3.203 1.574 -4.358 0.510 -0.470 -0.071 0.33
H -1.380 3.005 -3.943 -0.214 3.296 -1.006 0.46
H 0.862 2.294 -2.795 -1.187 0.089 -0.264 0.32
H 0.585 0.357 -1.413 0.980 -0.702 0.630 0.59
C 3.010 1.722 1.315 -1.953 -3.202 -0.255 -1.50
C 1.506 1.425 1.281 -0.974 1.969 0.657 0.49
C 1.133 0.596 2.471 -0.443 -0.620 1.224 0.19
C 1.166 -0.791 2.527 -0.002 -0.284 -0.169 0.05
C 0.985 -1.492 3.735 0.654 -0.248 -0.693 -0.73
C 0.665 -0.843 4.903 0.530 2.329 -3.357 -0.37
C 0.528 0.548 4.859 -0.945 -0.003 2.248 -0.61
C 0.805 1.219 3.690 -0.047 -2.393 -0.148 -0.40
H 3.484 0.760 1.314 0.505 -0.752 0.180 0.37
H 3.332 2.192 2.167 0.600 1.584 1.942 0.45
H 3.306 2.117 0.430 1.007 1.946 -2.464 0.45
H 0.940 2.404 1.404 0.615 -0.955 -0.264 0.33
H 1.160 1.050 0.312 0.320 -0.320 0.378 -0.58
H 1.308 -1.330 1.597 0.281 -0.179 0.084 0.40
H 1.223 -2.560 3.809 -0.433 0.335 -0.397 0.32
H 0.593 -1.412 5.715 -0.541 -1.858 3.530 0.54
H 0.123 1.090 5.825 1.090 -0.894 -2.190 0.22
H 0.658 2.211 3.741 -0.236 3.588 -0.212 0.49
```
Positions in Å, forces in eV/Å.

Summary:
- 2S+1 = 1
- Kohn-Sham gap (eV) = 8.79
- SMILES string = Cc1c[nH]c2ccccc12.CCc1ccccc1

***

3.
ORCA calculation (ωB97M-V/def2-TZVPD) on a 2-piece molecular cluster, C3H4IN overall at a distorted geometry.

The geometry in XYZ format:
```
9
Properties=species:S:1:pos:R:3:forces:R:3:mulliken_charge:R:1
C 1.347 -0.079 -1.389 2.011 1.467 3.438 -0.62
C -1.469 0.383 1.202 2.193 -0.282 1.799 -0.07
C 0.919 0.218 -0.192 -3.836 0.792 1.857 0.01
N -1.112 0.072 0.074 3.890 -0.268 -3.266 -0.37
I 1.869 1.237 1.411 -0.329 -0.599 -0.741 0.11
H 2.398 0.107 -1.479 0.367 -0.247 -1.072 0.27
H 0.662 -0.524 -1.968 -1.937 -1.554 -2.759 0.38
H -2.519 0.314 1.352 -0.902 0.260 0.786 0.29
H -0.638 0.509 1.965 -1.457 0.430 -0.041 0.00
```
Positions in Å, forces in eV/Å.

Summary:
- 2S+1 = 1
- Kohn-Sham gap (eV) = 9.27

***

4.
ORCA calculation (ωB97M-V/def2-TZVPD) on an isolated molecule of C8H9NO2S at a distorted geometry.

The geometry in XYZ format:
```
21
Properties=species:S:1:pos:R:3:forces:R:3:mulliken_charge:R:1
C -1.412 2.015 -0.088 1.857 -0.599 -1.001 -0.72
C -1.412 -0.432 0.192 -0.797 0.230 -0.316 -1.45
C -0.007 2.018 -0.021 -2.012 -0.298 1.069 -0.50
C 0.011 -0.478 0.556 -0.751 0.546 1.894 0.50
C -2.078 0.718 -0.042 0.250 -0.558 -0.022 1.41
C 0.707 0.850 0.251 0.948 -2.302 0.652 0.32
C 2.791 -2.439 -0.511 -2.705 -0.060 -1.863 -0.86
C 1.933 -1.844 0.271 -2.976 1.481 1.532 -0.08
N -3.450 0.632 -0.201 -0.048 0.687 -0.042 -0.55
O 0.609 -1.501 -0.123 2.151 -2.566 -1.820 -0.35
O 2.838 2.067 -0.594 -0.010 -0.498 0.510 -0.59
S 2.406 0.784 0.045 -1.186 1.966 -0.454 0.42
H -2.020 2.829 -0.489 0.438 0.226 0.694 0.24
H -1.982 -1.376 0.271 0.494 0.472 -0.095 0.16
H 0.704 2.781 0.151 -0.177 1.957 -0.963 0.42
H -0.116 -0.830 1.655 1.159 1.038 -0.837 0.13
H 3.710 -2.747 -0.188 2.179 -0.632 0.649 0.34
H 2.396 -2.665 -1.525 0.701 0.059 0.724 0.23
H 1.965 -1.427 1.293 1.170 -0.907 -0.213 0.52
H -3.887 1.416 -0.734 0.101 -1.864 0.591 0.21
H -3.706 -0.372 -0.170 -0.786 1.621 -0.688 0.21
```
Positions in Å, forces in eV/Å.

Summary:
- 2S+1 = 1
- Kohn-Sham gap (alpha / beta) (eV) = 6.69 / 6.76

***

Energy above the lowest of the compared OMol25 structures with the same formula, charge and spin readings, ordered: 251.5, 279.3, 311.8, 454.2 kJ/mol